DFT (the ωB97M-V functional and the def2-TZVPD basis) results for 2 unconnected molecules or ions with the total composition C4H10N2O2.

* HOMO: -9.9 eV
* SMILES string: CC(N)=O.CC(N)=O
* LUMO: 0.57 eV
* gap between HOMO and LUMO: 10.48 eV

Each line ends with the natural charge from an NBO analysis.
Cartesian coordinates (Å):
1 C -3.189 -0.546 -1.582  -0.724
2 C -1.722 -0.882 -1.453  0.671
3 N -1.169 -0.708 -0.223  -0.829
4 O -1.065 -1.275 -2.396  -0.614
5 H -3.338 0.531 -1.592  0.234
6 H -3.839 -0.951 -0.809  0.222
7 H -3.517 -0.878 -2.566  0.243
8 H -0.188 -0.898 -0.117  0.401
9 H -1.726 -0.542 0.598  0.394
10 C 2.510 1.315 0.260  -0.716
11 C 1.978 0.940 1.612  0.669
12 N 1.961 -0.383 1.933  -0.841
13 O 1.494 1.748 2.376  -0.608
14 H 2.939 2.300 0.333  0.241
15 H 1.707 1.319 -0.469  0.244
16 H 3.322 0.671 -0.074  0.215
17 H 1.388 -0.647 2.716  0.401
18 H 2.453 -1.114 1.455  0.395

Atomic forces in eV per Å
C -0.2346 0.1976 -0.5598
C -0.1104 -0.2495 0.0611
N -0.0954 0.0914 0.1630
O 0.0640 0.1496 -0.0489
H 0.1738 0.2116 0.2017
H 0.1682 -0.1622 0.0998
H -0.0099 -0.2258 0.1674
H 0.0199 -0.0767 0.0773
H 0.0670 0.0973 -0.1147
C 0.7287 -0.0693 0.1696
C -0.3484 -0.0053 0.1043
N -0.2144 -0.5778 0.0237
O -0.0872 0.2614 -0.0594
H -0.0980 0.4833 -0.0191
H -0.1195 -0.0512 -0.0938
H -0.1629 -0.3070 -0.0918
H 0.2273 0.0599 0.1841
H 0.0319 0.1726 -0.2645

=====

DFT (the ωB97M-V functional and the def2-TZVPD basis) results for a molecular structure, C4H10N2O2 in a non-equilibrium geometry.

* HOMO: -9.1 eV
* LUMO: 0.39 eV
* gap between HOMO and LUMO: 9.48 eV

Each line ends with the natural charge from an NBO analysis.
Cartesian coordinates (Å):
1 C 0.059 0.267 0.133  -0.001
2 C -0.201 1.024 1.427  -0.622
3 C 0.111 1.206 -1.066  -0.615
4 N 1.220 -0.612 0.042  -0.224
5 C -0.938 -0.969 -0.003  0.565
6 N -1.221 -1.350 -1.341  -0.816
7 O 2.040 -0.482 1.130  -0.555
8 O -1.787 -1.166 0.881  -0.592
9 H 2.929 -0.629 0.769  0.476
10 H 0.444 -1.691 0.215  0.277
11 H -1.829 -2.156 -1.393  0.393
12 H -0.404 -1.393 -1.935  0.384
13 H -1.152 1.545 1.340  0.228
14 H -0.267 0.345 2.273  0.238
15 H 0.824 2.008 -0.873  0.216
16 H 0.472 0.715 -1.970  0.210
17 H -0.889 1.590 -1.255  0.223
18 H 0.589 1.749 1.624  0.217

Atomic forces in eV per Å
C -1.2153 -0.7568 -0.7792
C 0.2344 -0.4355 0.0311
C -0.1639 -0.0160 0.0219
N -1.5800 -4.1545 0.3930
C -4.4434 4.0161 -0.3413
N 0.9738 -0.2845 1.1329
O 0.9818 0.1792 0.5042
O 1.7577 -0.8335 -0.8669
H -0.2429 -0.0430 0.1802
H 4.0318 2.1495 -0.0438
H 0.0842 -0.0444 -0.0353
H -0.1296 -0.0802 -0.1645
H -0.0084 -0.0008 -0.0470
H -0.0151 -0.0007 0.0129
H -0.1723 0.1820 0.1309
H -0.1492 -0.1846 0.0650
H 0.0585 0.3292 -0.0847
H -0.0022 -0.0217 -0.1094

=====

DFT (the ωB97M-V functional and the def2-TZVPD basis) results for 2 unconnected molecules or ions with the total composition C4H10N2O2.

* HOMO: -7.8 eV
* LUMO: 0.65 eV
* gap between HOMO and LUMO: 8.46 eV

Each line ends with the natural charge from an NBO analysis.
Cartesian coordinates (Å):
1 C -1.148 -0.462 -0.554  0.975
2 C -0.310 1.741 -0.020  -0.411
3 C 1.368 -0.282 1.870  -0.676
4 N -0.247 0.276 0.068  -0.469
5 C 1.067 -0.318 0.407  0.450
6 O -1.154 -1.788 -0.457  -0.798
7 O -2.256 0.177 -0.909  -0.658
8 N 1.831 -0.794 -0.463  -0.584
9 H -0.725 -1.854 -1.438  0.461
10 H -2.817 -0.456 -1.380  0.520
11 H -0.344 -0.926 -2.327  -0.564
12 H 1.398 -0.778 -1.398  0.388
13 H 0.491 2.158 0.584  0.217
14 H -0.181 2.053 -1.059  0.224
15 H -1.268 2.098 0.352  0.223
16 H 2.390 -0.611 2.042  0.246
17 H 0.676 -0.951 2.390  0.238
18 H 1.229 0.717 2.290  0.219

Atomic forces in eV per Å
C -0.1852 -0.0002 0.2867
C -0.0504 -0.1534 -0.0287
C -0.0110 0.0112 0.0230
N 0.0977 -0.1028 -0.1829
C -0.0971 0.0075 -0.1189
O 0.0548 0.3773 -0.1611
O 0.3323 -0.1282 0.0355
N -0.1510 0.0684 0.1079
H 0.0081 -0.0076 0.0048
H 0.0555 -0.0276 0.0251
H -0.0457 -0.0153 0.0077
H -0.0249 0.0313 0.0933
H -0.0038 -0.0354 -0.0050
H 0.0004 -0.0126 0.0381
H 0.0350 -0.0198 -0.0116
H -0.0445 0.0119 -0.0330
H 0.0293 0.0270 -0.0386
H 0.0006 -0.0316 -0.0424

=====

DFT (the ωB97M-V functional and the def2-TZVPD basis) results for 2 unconnected molecules or ions with the total composition C4H10N2O2 in a non-equilibrium geometry.

* HOMO: -9.2 eV
* SMILES string: CC(N)=O.CC(N)=O
* LUMO: 0.62 eV
* gap between HOMO and LUMO: 9.84 eV

Each line ends with the natural charge from an NBO analysis.
Cartesian coordinates (Å):
1 C 1.192 2.354 -0.477  -0.694
2 C 1.208 1.831 0.996  0.696
3 N -0.031 1.767 1.592  -0.831
4 O 2.226 1.440 1.574  -0.627
5 H 1.813 3.355 -0.445  0.225
6 H 0.117 2.458 -0.627  0.207
7 H 1.666 1.691 -1.162  0.247
8 H -0.071 1.305 2.404  0.379
9 H -0.969 2.077 1.264  0.395
10 C -1.243 -2.078 0.469  -0.721
11 C -0.636 -1.541 -0.783  0.656
12 N -0.334 -2.473 -1.764  -0.812
13 O 0.018 -0.439 -0.799  -0.630
14 H -1.121 -3.149 0.535  0.235
15 H -2.270 -1.656 0.455  0.239
16 H -0.758 -1.446 1.378  0.261
17 H 0.151 -2.221 -2.541  0.389
18 H -0.959 -3.275 -2.069  0.385

Atomic forces in eV per Å
C 0.4805 2.1007 2.7390
C 1.0652 -0.7318 -0.8868
N -0.8716 2.1870 -3.1436
O -1.5304 0.6003 -0.6007
H -1.5413 -1.7460 -0.2947
H 0.3631 0.4923 -0.9765
H 0.1637 -0.6528 -0.2715
H 0.0814 -1.9044 3.7428
H 1.8028 -0.3224 -0.2344
C -0.2325 3.1473 1.6265
C 5.0888 2.0523 -0.2765
N -3.4701 -2.4149 1.2962
O -2.8935 -3.0083 -0.2571
H -0.3773 -0.0695 0.2799
H 0.0960 -1.0094 0.2866
H -0.8356 -1.8620 -2.1781
H 1.8462 1.6869 -2.2544
H 0.7647 1.4548 1.4033

=====

DFT (the ωB97M-V functional and the def2-TZVPD basis) results for 2 unconnected molecules or ions with the total composition C4H10N2O2 in a non-equilibrium geometry.

* HOMO: -9.1 eV
* SMILES string: C=C(C)C(N)=O.NO
* LUMO: 0.46 eV
* gap between HOMO and LUMO: 9.55 eV

Each line ends with the natural charge from an NBO analysis.
Cartesian coordinates (Å):
1 C 1.332 0.248 -1.141  -0.314
2 C 0.902 -0.426 -0.064  -0.205
3 C 1.852 -1.215 0.790  -0.665
4 C -0.758 -1.027 -0.093  0.734
5 N -1.505 -0.593 -1.126  -0.852
6 O -1.007 -1.902 0.689  -0.587
7 H 0.665 0.889 -1.706  0.198
8 H 2.389 0.361 -1.364  0.200
9 H 2.368 -0.559 1.497  0.224
10 H 1.339 -1.979 1.378  0.250
11 H 2.601 -1.742 0.192  0.224
12 H -1.469 0.407 -1.354  0.425
13 H -2.401 -1.050 -1.225  0.403
14 N -1.596 1.950 0.319  -0.564
15 O -0.984 1.110 1.311  -0.631
16 H -2.545 2.091 0.666  0.349
17 H -1.128 2.853 0.412  0.335
18 H -0.057 0.583 0.819  0.475

Atomic forces in eV per Å
C -0.3155 0.7564 0.8650
C -1.6069 -1.6306 -1.6885
C -0.1615 -0.2186 0.5794
C 2.6685 0.1318 0.6486
N -0.0417 0.4865 -0.3900
O -0.0860 -0.0396 -0.4314
H -0.0588 -0.4014 -0.3302
H -0.0148 -0.0270 0.1169
H 0.0066 -0.0573 -0.0968
H -0.1327 0.1811 -0.0866
H -0.0621 0.2273 -0.0610
H -0.0257 -0.6193 0.2413
H 0.0274 0.2032 0.2120
N 0.6608 0.0034 0.0167
O 2.6696 -1.1640 -1.1113
H 0.2222 -0.1646 0.0015
H -0.1903 -0.0594 0.0188
H -3.5591 2.3921 1.4955

=====

DFT (the ωB97M-V functional and the def2-TZVPD basis) results for a gas-phase ion, C4H10N2O2 (charge +1) in a non-equilibrium geometry.

* HOMO (alpha / beta): -14.2 / -14.1 eV
* LUMO (alpha / beta): -3.02 / -8.19 eV
* gap between HOMO and LUMO (alpha / beta): 11.18 / 5.95 eV
* expectation value of S²: 0.7544
* spin multiplicity: 2
* charge: +1

Each line ends with the natural charge from an NBO analysis.
Cartesian coordinates (Å):
1 O -1.186 1.806 -0.363  -0.512
2 C -0.347 1.266 0.309  0.681
3 N -0.801 0.854 1.600  -0.628
4 C -0.730 -0.621 1.857  0.092
5 O -1.648 -1.136 0.889  -0.737
6 C 1.050 0.804 -0.079  -0.405
7 N 1.032 0.659 -1.485  -0.101
8 C 0.844 -0.723 -2.025  -0.468
9 H -1.717 1.252 1.757  0.419
10 H -1.090 -0.933 2.827  0.209
11 H 0.302 -0.887 1.673  0.149
12 H -1.587 -2.101 0.840  0.485
13 H 1.451 -0.103 0.382  0.260
14 H 1.744 1.536 0.407  0.323
15 H 0.427 1.327 -1.969  0.437
16 H -0.019 -0.719 -2.706  0.268
17 H 1.634 -0.939 -2.749  0.286
18 H 0.642 -1.342 -1.164  0.242

Atomic forces in eV per Å
O 1.8948 0.8276 -1.3371
C -4.0400 -1.4757 2.8366
N 2.0323 -1.0433 0.0903
C -1.1094 1.6978 -1.2600
O 0.7458 -0.5979 -0.3015
C 1.4833 0.4671 0.5886
N -1.1394 -1.4153 -0.4792
C -0.2437 1.6305 -0.5736
H -0.1719 -0.1052 -0.0848
H 0.3304 0.5067 0.4926
H 0.1077 -0.5828 0.2381
H -0.1573 0.1041 0.1856
H -0.7115 -0.0891 -0.1262
H -0.3467 0.2769 -1.0851
H 0.4610 0.5989 -0.0626
H -0.1838 0.2749 0.4249
H 0.5075 -0.4282 0.6721
H 0.5408 -0.6469 -0.2185

=====

DFT (the ωB97M-V functional and the def2-TZVPD basis) results for 2 unconnected molecules or ions with the total composition C4H10N2O2 in a non-equilibrium geometry.

* HOMO (alpha / beta): -13.5 / -13.4 eV
* LUMO (alpha / beta): -4.00 / -8.68 eV
* gap between HOMO and LUMO (alpha / beta): 9.47 / 4.77 eV
* expectation value of S²: 0.7701
* spin multiplicity: 2
* charge: +1

Each line ends with the natural charge from an NBO analysis.
Cartesian coordinates (Å):
1 C 1.026 3.338 -1.188  -0.718
2 C 1.170 2.138 -0.296  0.708
3 O 0.687 1.034 -0.575  -0.710
4 N 2.019 2.145 0.790  -0.802
5 H 0.696 3.008 -2.186  0.259
6 H 2.057 3.728 -1.315  0.245
7 H 1.958 1.517 1.570  0.401
8 H 2.279 3.076 1.105  0.389
9 H 0.351 4.059 -0.751  0.253
10 C -1.705 -3.495 0.938  -0.705
11 C -1.352 -2.211 0.248  0.645
12 O -2.106 -1.447 -0.344  -0.150
13 N -0.080 -1.660 0.233  -0.569
14 H 0.081 -0.820 -0.342  0.478
15 H 0.676 -1.763 0.907  0.436
16 H -2.778 -3.525 0.956  0.276
17 H -1.214 -3.582 1.885  0.273
18 H -1.382 -4.345 0.330  0.290

Atomic forces in eV per Å
C 1.2501 -0.5325 -0.2548
C 0.5004 -2.7630 0.6071
O -0.7018 0.2419 -0.2634
N -0.1080 2.7308 -0.2936
H -0.1277 0.1107 0.6066
H -0.7146 0.2913 0.1393
H -0.3736 -0.5751 -0.3531
H 0.1925 -0.2507 -0.0871
H -0.0372 0.3323 -0.0056
C -0.0674 0.3560 -1.2826
C 2.8669 0.0751 0.6143
O -1.1999 0.2351 -0.2858
N -0.5028 -0.2558 -0.4201
H -0.1396 0.3207 -0.1418
H -0.5919 -0.5073 0.4081
H -0.4695 -0.1518 0.5183
H 0.0633 0.1305 0.6612
H 0.1608 0.2119 -0.1668

=====

Number 1: M 118.1 g/mol, E_tot -418.44370 Eh. Number 2: M 118.1 g/mol, E_tot -418.27367 Eh. Number 3: M 118.1 g/mol, E_tot -418.28438 Eh. Number 4: M 118.1 g/mol, E_tot -418.38962 Eh. Number 5: M 118.1 g/mol, E_tot -418.27613 Eh. Number 6: M 118.1 g/mol, E_tot -418.04928 Eh. Number 7: M 118.1 g/mol, E_tot -418.09804 Eh.